w:
C6H8 | ωB97M-V/def2-TZVPD

Geometry (Å):
C 2.3716 0.8883 -0.2237
C 1.5557 -0.2995 0.1652
C 0.1357 -0.3361 0.1555
C -0.7260 -1.2154 0.7639
C -1.1229 0.4367 -0.3612
C -1.9722 -0.7968 0.0471
H 2.5357 1.4538 0.7125
H 1.9793 1.6109 -0.9575
H 3.3809 0.5835 -0.5380
H -0.6430 -1.7595 1.6988
H -1.3681 1.2597 0.3203
H -1.1286 0.7665 -1.3961
H -2.8796 -0.6569 0.6442
H -2.2224 -1.4355 -0.8132

Values from the calculation:
- 2S+1: 1
- Molecular weight: 80.13 Da
- Kohn-Sham gap (alpha / beta): 6.983 / 7.283 eV
- LUMO energy (alpha / beta): -0.47 / -0.43 eV

---

x:
C6H8 | ωB97M-V/def2-TZVPD

Geometry (Å):
C 1.8078 0.3799 0.2897
C 0.3527 0.7095 0.0364
C -0.3402 0.2786 -1.2667
C -0.6361 -0.4026 0.0114
C -0.6927 -1.8142 0.4306
C -1.7448 -1.1553 0.9547
H 2.0474 -0.6213 -0.0821
H 2.0341 0.4010 1.3611
H 2.4622 1.1028 -0.2110
H 0.0306 1.6832 0.4050
H 0.2206 -0.2893 -2.0071
H -1.0626 0.9773 -1.6816
H -1.6629 0.0800 0.7801
H -2.8164 -1.3295 0.9796

Values from the calculation:
- 2S+1: 1
- Molecular weight: 80.13 Da
- Kohn-Sham gap: 9.786 eV
- LUMO energy: 0.90 eV

---

w is favored, and the nearest alternative lies 31.6 kcal/mol above it.

---

w:
C6H8 | ωB97M-V/def2-TZVPD

Geometry (Å):
C -2.6560 -0.1890 -0.0431
C -1.2630 -0.8178 -0.0169
C 0.0151 0.0338 0.0114
C -0.0628 1.3828 0.0923
C 1.3452 -0.7019 0.0770
C 2.6223 -0.1583 -0.1335
H -3.4702 -0.9301 -0.1698
H -2.9907 1.1272 0.0740
H -1.0573 -2.1332 -0.1783
H -0.9752 2.1034 -0.0802
H 0.9220 1.8841 0.1500
H 1.2895 -1.7194 0.5114
H 3.4346 -0.7682 0.1783
H 2.8465 0.8864 -0.4726

Values from the calculation:
- 2S+1: 1
- Molecular weight: 80.13 Da
- Kohn-Sham gap: 8.361 eV
- LUMO energy: -0.02 eV

---

x:
C6H8 | ωB97M-V/def2-TZVPD

Geometry (Å):
C -1.2079 -0.4044 -1.1336
C -1.3737 -0.9740 0.0275
C -1.3206 -1.3215 1.2798
C 1.0974 0.2104 -0.1448
C 1.6625 1.0895 0.6798
C 0.0215 0.5503 -1.1557
H -1.9744 -0.6033 -1.9000
H -1.7146 -0.6354 2.0223
H -0.8557 -2.2481 1.5954
H 1.5202 -0.7913 -0.2340
H 2.6038 0.8851 1.1860
H 1.2340 2.0752 0.8523
H -0.2794 1.5946 -0.9766
H 0.5868 0.5729 -2.0984

Values from the calculation:
- SMILES: C=C=CCC=C
- 2S+1: 1
- Molecular weight: 80.13 Da
- Kohn-Sham gap: 10.561 eV
- LUMO energy: 1.16 eV

---

y:
C6H8 | ωB97M-V/def2-TZVPD

Geometry (Å):
C 2.3845 0.8533 -0.2371
C 1.5626 -0.3296 0.1563
C 0.1416 -0.3657 0.1422
C -0.7176 -1.2515 0.7450
C -1.1209 0.4029 -0.3754
C -1.9660 -0.8344 0.0315
H 2.5562 1.4259 0.6936
H 1.9928 1.5717 -0.9750
H 3.3920 0.5423 -0.5528
H -0.6336 -1.8013 1.6763
H -1.3752 1.2269 0.3018
H -1.1253 0.7286 -1.4115
H -2.8701 -0.6989 0.6348
H -2.2210 -1.4701 -0.8297

Values from the calculation:
- 2S+1: 1
- Molecular weight: 80.13 Da
- Kohn-Sham gap (alpha / beta): 6.980 / 7.276 eV
- LUMO energy (alpha / beta): -0.48 / -0.43 eV

---

x is favored, and the nearest alternative lies 55.1 kcal/mol above it.

---

w:
C6H8 | ωB97M-V/def2-TZVPD

Geometry (Å):
C -1.3362 1.2166 0.3980
C -1.0605 0.1614 -0.4102
C -0.1804 2.1088 0.1794
C 0.2316 0.6971 -0.2109
C -1.5046 -1.1414 -0.9067
C 1.5729 -0.2162 1.0218
H -0.2167 2.6631 -0.6454
H 0.2632 2.5632 0.9387
H -0.7032 -1.5553 -1.5859
H -2.4868 -1.2776 -1.4642
H -1.4107 -1.7864 -0.0293
H 1.1763 -1.2555 0.9509
H 1.3893 0.3487 1.8430
H 2.4607 -0.0297 0.4587

Values from the calculation:
- 2S+1: 1
- Molecular weight: 80.13 Da
- Kohn-Sham gap: 8.743 eV
- LUMO energy: 1.08 eV

---

x:
C6H8 | ωB97M-V/def2-TZVPD

Geometry (Å):
C -0.3885 0.9631 -0.0158
C 1.0196 0.9293 0.6747
C -1.4951 0.0935 0.4087
C 0.7252 -0.9577 -0.4842
C 1.8481 -0.0555 0.3270
C -0.8838 -0.3195 -0.8690
H -0.7032 1.9314 -0.3918
H 1.2738 1.7818 1.3137
H -1.4241 -0.5752 1.3520
H -2.4911 0.4410 0.4555
H 0.9721 -1.2617 -1.5036
H 0.7477 -1.9422 -0.1056
H 2.6917 -0.4833 0.6555
H -1.2094 -0.1647 -1.8218

Values from the calculation:
- SMILES: C1=C[C@@H]2C[C@@H]2C1
- 2S+1: 1
- Molecular weight: 80.13 Da
- Kohn-Sham gap: 10.169 eV
- LUMO energy: 1.24 eV

---

x is favored, and the nearest alternative lies 43.9 kcal/mol above it.